[1]
{"formula": "C29H49IN2O6S", "method": "the ωB97M-V functional and the def2-TZVPD basis", "species": ["O", "S", "O", "O", "C", "C", "C", "O", "C", "C", "C", "C", "C", "C", "C", "C", "I", "H", "H", "H", "H", "H", "H", "H", "H", "H", "H", "H", "H", "H", "C", "C", "C", "C", "C", "C", "N", "O", "C", "C", "C", "H", "H", "H", "H", "H", "H", "H", "H", "H", "H", "H", "H", "H", "H", "H", "H", "H", "H", "C", "C", "C", "C", "C", "C", "N", "O", "C", "C", "C", "H", "H", "H", "H", "H", "H", "H", "H", "H", "H", "H", "H", "H", "H", "H", "H", "H", "H"], "xyz": [[0.28, -4.57, -2.96], [0.40, -5.16, -1.67], [-0.15, -4.42, -0.57], [1.96, -5.37, -1.43], [2.20, -6.20, -0.29], [2.00, -7.68, -0.59], [3.26, -8.39, -1.11], [3.34, -8.55, -2.52], [3.52, -7.37, -3.22], [2.64, -7.09, -4.25], [2.74, -5.92, -4.99], [3.76, -5.02, -4.69], [4.66, -5.32, -3.68], [4.56, -6.49, -2.94], [0.77, -7.97, -1.47], [-0.27, -6.84, -1.60], [-1.49, -7.13, -3.32], [1.52, -5.91, 0.50], [3.21, -6.05, 0.08], [1.80, -8.12, 0.39], [3.29, -9.40, -0.71], [4.14, -7.87, -0.74], [1.86, -7.80, -4.48], [2.01, -5.73, -5.76], [3.82, -4.10, -5.24], [5.44, -4.61, -3.47], [5.27, -6.70, -2.15], [1.04, -8.29, -2.47], [0.25, -8.80, -1.02], [-0.92, -6.85, -0.74], [1.01, -1.25, 0.81], [-0.12, -1.42, 1.84], [-1.47, -1.35, 1.12], [-1.78, 0.05, 0.61], [-1.70, 1.08, 1.74], [-0.43, 1.01, 2.58], [-0.07, -0.40, 2.93], [-0.76, -0.79, 3.94], [0.75, 1.70, 1.86], [-0.63, 1.83, 3.86], [0.10, -2.80, 2.44], [1.05, -2.13, 0.17], [0.87, -0.41, 0.13], [1.98, -1.14, 1.30], [-2.27, -1.68, 1.79], [-1.46, -2.06, 0.28], [-1.10, 0.33, -0.21], [-2.78, 0.07, 0.18], [-1.80, 2.09, 1.32], [-2.57, 0.94, 2.38], [1.67, 1.59, 2.44], [0.55, 2.77, 1.76], [0.93, 1.33, 0.86], [-1.52, 1.51, 4.41], [-0.77, 2.88, 3.59], [0.23, 1.75, 4.52], [1.06, -2.85, 2.94], [0.09, -3.55, 1.64], [-0.67, -3.09, 3.15], [-2.32, 5.21, 1.40], [-1.59, 5.77, 0.16], [-0.24, 6.34, 0.59], [-0.39, 7.62, 1.40], [-1.22, 8.66, 0.65], [-2.55, 8.14, 0.10], [-2.39, 6.81, -0.56], [-1.94, 6.95, -1.76], [-3.62, 8.06, 1.21], [-3.09, 9.15, -0.91], [-1.40, 4.56, -0.75], [-1.80, 4.32, 1.75], [-2.34, 5.89, 2.25], [-3.35, 4.93, 1.16], [0.37, 6.54, -0.30], [0.30, 5.59, 1.17], [-0.83, 7.41, 2.38], [0.60, 8.04, 1.60], [-1.42, 9.52, 1.31], [-0.62, 9.05, -0.18], [-4.54, 7.63, 0.82], [-3.85, 9.06, 1.57], [-3.32, 7.49, 2.08], [-2.37, 9.38, -1.69], [-3.33, 10.08, -0.40], [-4.00, 8.78, -1.38], [-2.37, 4.15, -1.04], [-0.85, 3.78, -0.23], [-0.85, 4.79, -1.66]], "homo_energy_ev": [-8.21, -9.02], "s_squared": 2.008, "fmax_ev_per_a": 1.84, "energy_ev": -65064.6456, "lumo_ev": [-0.05, -0.05], "spin_multiplicity": 3, "gap_ev": [8.2, 9.0]}

***

[2]
{"formula": "C29H50AlBBeCl11FN4O13PS3", "method": "the ωB97M-V functional and the def2-TZVPD basis", "species": ["C", "C", "C", "O", "C", "C", "C", "C", "C", "O", "Cl", "C", "N", "C", "S", "P", "C", "C", "N", "C", "N", "S", "C", "B", "O", "O", "N", "C", "C", "C", "C", "O", "C", "C", "O", "H", "H", "H", "H", "H", "H", "H", "H", "H", "H", "H", "H", "H", "H", "H", "H", "H", "H", "H", "H", "H", "H", "H", "H", "H", "H", "H", "H", "H", "H", "H", "H", "H", "H", "H", "H", "C", "O", "H", "H", "H", "H", "Cl", "Be", "C", "Cl", "Cl", "Cl", "Cl", "Cl", "F", "C", "C", "O", "S", "O", "O", "O", "H", "H", "H", "H", "O", "C", "O", "C", "C", "C", "H", "H", "H", "H", "H", "H", "C", "Cl", "Cl", "Cl", "Cl", "Al"], "xyz": [[3.04, 4.61, 0.76], [2.78, 3.34, -0.02], [2.63, 3.53, -1.52], [1.31, 3.84, -1.97], [0.41, 2.80, -1.74], [-0.63, 3.25, -0.73], [-1.52, 4.40, -1.25], [-2.08, 4.23, -2.70], [-3.47, 3.68, -2.87], [-3.83, 2.58, -2.61], [-4.65, 4.77, -3.61], [-2.53, 4.73, -0.15], [-1.65, 5.20, 1.00], [-2.00, 5.54, 2.09], [-2.35, 6.10, 3.52], [-3.62, 6.17, -0.60], [-2.74, 7.73, -0.34], [-5.16, 6.09, 0.36], [-3.28, 3.58, 0.35], [-2.39, 2.53, 0.67], [-2.54, 1.96, 1.83], [-3.85, 2.43, 2.86], [-1.64, 0.92, 2.34], [-1.73, 0.70, 3.94], [-2.76, -0.03, 4.51], [-0.74, 1.20, 4.75], [-1.36, 2.10, -0.14], [-1.71, 1.05, -1.12], [-2.89, 0.14, -0.81], [-2.58, -1.26, -1.38], [-2.20, -1.22, -2.84], [-1.03, -1.87, -3.09], [-0.02, -0.90, -3.35], [1.06, -0.69, -2.35], [-0.07, -0.27, -4.35], [3.33, 4.33, 1.78], [2.16, 5.24, 0.87], [3.87, 5.19, 0.37], [3.66, 2.70, 0.10], [1.96, 2.81, 0.46], [3.27, 4.33, -1.85], [2.92, 2.60, -2.01], [0.93, 1.96, -1.26], [-0.02, 2.40, -2.66], [-0.06, 3.66, 0.09], [-0.87, 5.26, -1.29], [-1.44, 3.60, -3.31], [-2.07, 5.20, -3.18], [-3.26, 8.39, 0.35], [-2.64, 8.23, -1.30], [-1.73, 7.57, 0.04], [-5.07, 6.66, 1.28], [-5.96, 6.54, -0.23], [-5.43, 5.07, 0.58], [-4.02, 3.29, -0.27], [-3.11, 3.08, 3.78], [-0.63, 1.28, 2.13], [-1.78, -0.05, 1.87], [-2.57, -0.97, 4.43], [-0.03, 0.56, 4.85], [-0.83, 0.40, -1.16], [-1.83, 1.44, -2.12], [-3.83, 0.47, -1.25], [-3.07, -0.03, 0.25], [-3.47, -1.87, -1.25], [-1.81, -1.74, -0.78], [-2.23, -0.25, -3.34], [-3.16, -1.93, -3.42], [1.22, 0.38, -2.27], [0.83, -1.08, -1.37], [2.01, -1.12, -2.65], [4.19, -2.02, -0.16], [3.84, -0.75, -0.69], [3.28, -2.55, 0.11], [4.73, -2.61, -0.90], [4.80, -1.90, 0.74], [4.66, -0.31, -0.92], [-4.20, -2.74, -4.06], [-3.84, 7.63, 4.90], [8.36, -2.01, 0.37], [7.34, -0.50, -0.09], [8.10, -2.14, 2.09], [7.70, -3.37, -0.50], [10.02, -1.76, -0.01], [8.24, 0.11, -1.88], [-0.19, 3.07, 2.02], [-2.74, -5.88, -0.75], [-2.25, -6.85, 0.31], [-1.22, -6.12, 1.02], [-1.61, -4.56, 1.06], [-2.24, -4.28, 2.29], [-0.50, -3.81, 0.59], [-2.73, -4.61, -0.08], [-2.05, -5.82, -1.60], [-3.74, -6.10, -1.10], [-1.85, -7.78, -0.10], [-3.05, -7.10, 1.01], [-0.94, -9.53, -0.34], [0.16, -9.57, 0.22], [1.23, -9.91, -0.45], [2.39, -9.99, 0.45], [1.99, -9.12, 1.63], [0.46, -9.30, 1.66], [2.53, -11.04, 0.72], [3.28, -9.64, -0.07], [2.49, -9.40, 2.56], [2.23, -8.08, 1.42], [0.16, -10.17, 2.25], [-0.06, -8.41, 2.01], [6.27, 2.32, 2.14], [6.34, 3.38, 0.73], [4.90, 1.21, 1.97], [7.78, 1.40, 2.25], [6.06, 3.27, 3.60], [-0.40, -9.06, -2.38]], "homo_energy_ev": -11.49, "fmax_ev_per_a": 2.65, "charge": 3, "energy_ev": -253356.8214, "lumo_ev": -10.26, "gap_ev": 1.2}

***

[3]
{"formula": "C29H50Br2N10O7S", "method": "the ωB97M-V functional and the def2-TZVPD basis", "species": ["C", "C", "Br", "C", "Br", "C", "C", "C", "N", "C", "C", "N", "S", "N", "C", "C", "N", "C", "O", "H", "H", "H", "H", "H", "H", "H", "H", "C", "O", "N", "C", "C", "H", "H", "H", "H", "H", "H", "H", "C", "O", "N", "C", "C", "H", "H", "H", "H", "H", "H", "H", "C", "O", "N", "C", "C", "H", "H", "H", "H", "H", "H", "H", "C", "O", "N", "C", "C", "H", "H", "H", "H", "H", "H", "H", "C", "O", "N", "C", "C", "H", "H", "H", "H", "H", "H", "H", "C", "O", "N", "C", "C", "H", "H", "H", "H", "H", "H", "H"], "xyz": [[-1.20, -0.17, 4.50], [-1.64, -0.32, 3.00], [-0.24, -0.93, 1.75], [-2.91, -0.02, 2.53], [-3.22, -0.25, 0.61], [-3.96, 0.44, 3.56], [-3.89, 1.81, 4.26], [-2.72, 2.80, 3.87], [-3.30, 3.72, 2.83], [-4.88, 2.24, 5.26], [-6.05, 1.37, 5.66], [-7.06, 1.69, 6.56], [-8.01, 0.30, 6.53], [-7.27, -0.74, 5.43], [-6.15, 0.00, 4.98], [-5.12, -0.42, 3.96], [-5.21, -1.73, 3.25], [-5.84, -1.51, 2.18], [-6.31, -1.11, 1.19], [-0.72, 0.86, 4.60], [-0.42, -0.92, 4.81], [-2.06, -0.20, 5.23], [-1.88, 2.24, 3.37], [-2.40, 3.36, 4.80], [-2.75, 4.58, 2.77], [-4.28, 3.91, 3.04], [-4.80, 3.26, 5.74], [1.25, -1.95, -1.93], [1.61, -2.58, -0.95], [0.09, -2.15, -2.61], [-0.26, -1.36, -3.77], [-0.82, -3.18, -2.15], [1.87, -1.14, -2.36], [-1.21, -0.84, -3.57], [-0.39, -2.02, -4.63], [0.51, -0.62, -4.00], [-1.12, -2.97, -1.13], [-0.30, -4.14, -2.18], [-1.70, -3.22, -2.79], [1.95, 2.04, -4.52], [0.83, 1.74, -4.12], [2.38, 1.92, -5.79], [3.73, 2.29, -6.19], [1.48, 1.40, -6.80], [2.72, 2.44, -3.83], [3.67, 3.07, -6.95], [4.24, 1.42, -6.60], [4.30, 2.66, -5.33], [0.60, 2.04, -6.86], [1.15, 0.40, -6.51], [1.97, 1.36, -7.77], [-10.06, -4.53, 0.09], [-10.37, -5.46, -0.62], [-9.61, -3.33, -0.35], [-9.25, -2.25, 0.56], [-9.48, -3.11, -1.78], [-10.12, -4.59, 1.19], [-9.88, -1.38, 0.35], [-8.21, -1.99, 0.41], [-9.40, -2.55, 1.60], [-10.45, -3.24, -2.25], [-8.78, -3.84, -2.19], [-9.11, -2.10, -1.98], [3.48, -0.43, 4.72], [2.36, -0.73, 5.11], [3.93, -0.55, 3.45], [5.28, -0.18, 3.07], [3.03, -1.07, 2.43], [4.24, -0.03, 5.41], [5.23, 0.61, 2.31], [5.78, -1.05, 2.66], [5.84, 0.19, 3.93], [2.15, -0.43, 2.37], [2.70, -2.07, 2.72], [3.52, -1.11, 1.46], [6.87, -3.33, 4.29], [6.52, -3.15, 3.14], [6.09, -3.83, 5.28], [6.57, -4.01, 6.63], [4.72, -4.21, 4.97], [7.89, -3.07, 4.64], [6.50, -5.07, 6.90], [5.96, -3.42, 7.31], [7.61, -3.69, 6.72], [4.73, -4.97, 4.18], [4.18, -3.33, 4.59], [4.22, -4.60, 5.85], [5.13, 4.80, -9.13], [5.28, 3.62, -8.87], [5.84, 5.82, -8.58], [5.60, 7.21, -8.94], [6.86, 5.51, -7.60], [4.38, 5.14, -9.86], [6.52, 7.63, -9.35], [5.31, 7.76, -8.04], [4.80, 7.28, -9.68], [7.61, 4.86, -8.05], [6.41, 4.99, -6.75], [7.34, 6.43, -7.25]], "homo_energy_ev": -8.69, "fmax_ev_per_a": 4.25, "energy_ev": -211033.9246, "lumo_ev": -1.33, "gap_ev": 7.4}

***

[4]
{"formula": "C29H50ClF3N4O30PS7", "method": "the ωB97M-V functional and the def2-TZVPD basis", "species": ["C", "C", "O", "C", "O", "N", "C", "N", "C", "C", "C", "O", "C", "C", "F", "F", "F", "C", "C", "C", "C", "C", "N", "C", "C", "C", "S", "O", "O", "N", "P", "O", "Cl", "H", "H", "H", "H", "H", "H", "H", "H", "H", "H", "H", "H", "H", "H", "H", "H", "H", "H", "H", "H", "H", "H", "H", "H", "H", "H", "C", "C", "O", "S", "O", "O", "O", "H", "H", "H", "H", "C", "C", "O", "S", "O", "O", "O", "H", "H", "H", "H", "C", "C", "O", "S", "O", "O", "O", "H", "H", "H", "H", "C", "C", "O", "S", "O", "O", "O", "H", "H", "H", "H", "C", "C", "O", "S", "O", "O", "O", "H", "H", "H", "H", "C", "C", "O", "S", "O", "O", "O", "H", "H", "H", "H"], "xyz": [[-4.78, 1.16, 0.85], [-4.22, 1.98, -0.33], [-4.54, 3.34, -0.15], [-2.69, 1.76, -0.34], [-2.06, 2.97, -0.86], [-0.96, 3.34, -0.11], [0.22, 2.81, -0.37], [0.37, 1.92, -1.36], [1.60, 2.24, -2.16], [1.85, 1.36, -3.39], [0.70, 0.51, -3.89], [0.37, -0.52, -2.98], [-0.39, -1.55, -3.57], [-1.70, -1.80, -2.82], [-2.09, -0.77, -2.07], [-2.69, -2.01, -3.72], [-1.64, -2.92, -2.08], [2.78, 2.08, -1.17], [2.92, 0.68, -0.61], [2.10, 0.22, 0.41], [2.34, -1.06, 0.85], [3.33, -1.81, 0.26], [4.15, -1.42, -0.72], [3.89, -0.16, -1.09], [2.60, 3.19, -0.12], [3.64, 3.09, 1.01], [3.43, 4.41, 2.21], [2.70, 5.46, 1.57], [4.70, 4.81, 2.71], [1.24, 3.21, 0.47], [-1.22, 4.56, 1.23], [-2.16, 5.62, 0.47], [-2.48, 3.61, 2.54], [-5.80, 1.44, 1.07], [-4.17, 1.40, 1.73], [-4.66, 0.10, 0.65], [-4.63, 1.61, -1.27], [-4.80, 3.45, 0.77], [-2.47, 0.92, -0.98], [-2.34, 1.58, 0.67], [-0.47, 1.83, -1.91], [1.55, 3.30, -2.39], [2.11, 2.03, -4.21], [2.71, 0.71, -3.28], [0.99, 0.11, -4.86], [-0.16, 1.16, -4.11], [-0.67, -1.33, -4.60], [0.20, -2.47, -3.55], [3.69, 2.29, -1.74], [1.30, 0.78, 0.86], [1.76, -1.47, 1.65], [3.47, -2.82, 0.62], [4.55, 0.24, -1.87], [2.81, 4.14, -0.60], [4.62, 3.26, 0.57], [3.64, 2.11, 1.48], [2.72, 3.90, 3.26], [1.19, 2.69, 1.34], [-1.79, 5.83, -0.40], [-3.37, 3.72, 7.37], [-3.42, 2.34, 7.98], [-4.42, 1.65, 7.20], [-4.39, 2.19, 5.70], [-3.63, 1.30, 4.90], [-5.71, 2.56, 5.33], [-3.53, 3.51, 5.96], [-4.20, 4.34, 7.71], [-2.43, 4.23, 7.57], [-3.70, 2.35, 9.03], [-2.47, 1.81, 7.85], [6.46, -4.44, -3.41], [6.62, -3.07, -2.78], [7.72, -2.48, -3.48], [7.74, -2.99, -5.00], [7.11, -2.02, -5.81], [9.03, -3.50, -5.28], [6.73, -4.22, -4.81], [7.20, -5.14, -3.03], [5.47, -4.85, -3.28], [6.83, -3.12, -1.72], [5.74, -2.45, -2.95], [-2.98, -2.19, 2.93], [-2.04, -3.29, 3.34], [-0.73, -2.70, 3.19], [-0.81, -1.14, 3.53], [-0.40, -0.93, 4.87], [-0.23, -0.42, 2.45], [-2.40, -0.99, 3.46], [-3.05, -2.10, 1.85], [-3.98, -2.33, 3.34], [-2.13, -4.17, 2.71], [-2.17, -3.57, 4.38], [11.41, -1.77, -6.97], [11.34, -2.43, -8.32], [12.09, -1.57, -9.19], [13.29, -0.91, -8.36], [14.48, -1.65, -8.58], [13.24, 0.50, -8.55], [12.75, -1.26, -6.89], [10.72, -0.93, -6.90], [11.23, -2.47, -6.16], [10.32, -2.53, -8.68], [11.81, -3.42, -8.31], [-5.51, -5.78, -2.20], [-5.15, -4.31, -2.09], [-5.43, -3.98, -0.72], [-5.14, -5.25, 0.21], [-3.84, -5.12, 0.77], [-6.28, -5.49, 1.01], [-5.08, -6.35, -0.95], [-6.59, -5.92, -2.28], [-5.01, -6.27, -3.03], [-5.73, -3.68, -2.75], [-4.09, -4.15, -2.27], [-8.90, 1.78, 7.28], [-8.82, 2.41, 5.91], [-9.79, 1.68, 5.13], [-11.01, 1.25, 6.07], [-12.06, 2.18, 5.93], [-11.22, -0.14, 5.91], [-10.29, 1.51, 7.48], [-8.36, 0.83, 7.32], [-8.53, 2.44, 8.06], [-7.84, 2.32, 5.47], [-9.12, 3.46, 5.93]], "homo_energy_ev": -11.95, "fmax_ev_per_a": 1.94, "charge": 1, "energy_ev": -204066.4660, "lumo_ev": -3.25, "gap_ev": 8.7}